{
  "formula": "C2H7ClN2O",
  "method": "ωB97M-V/def2-TZVPD",
  "symbols": ["C", "N", "N", "H", "H", "H", "H", "C", "O", "H", "H", "Cl", "H"],
  "positions_angstrom": [[1.398, 0.418, -0.232], [0.302, 0.984, -0.325], [-0.310, 1.365, 0.774], [1.956, 0.388, 0.770], [1.713, -0.036, -1.182], [-1.319, 1.747, 0.747], [0.049, 1.271, 1.748], [-0.681, -2.579, -0.093], [-1.404, -1.740, 0.325], [0.015, -3.081, 0.646], [-0.671, -2.969, -1.179], [-3.486, 0.802, -0.112], [-2.713, 0.028, -0.672]],
  "multiplicity": 1,
  "de_lowest_kcal_mol": 0.0,
  "smiles": "C=NN.C=O.Cl",
  "lumo_ev": 0.76,
  "charge": 0
}